Entry 1:
Computed, not measured: C22H17F5N3ORuTe4 as an isolated structure, with ωB97M-V/def2-TZVPD.

XYZ file:
```
53
Properties=species:S:1:pos:R:3
Ru 0.30 0.64 1.24
C 2.45 -2.92 0.28
C 1.50 -2.06 0.79
N 1.62 -0.71 0.70
C 2.75 -0.24 0.07
C 3.76 -1.07 -0.46
C 3.60 -2.44 -0.35
C 4.89 -0.42 -1.08
C 4.99 0.92 -1.13
C 3.96 1.78 -0.59
C 4.02 3.16 -0.59
C 2.96 3.87 -0.01
C 1.88 3.19 0.52
N 1.77 1.85 0.51
C 2.84 1.15 -0.01
H 2.27 -3.98 0.40
H 0.60 -2.44 1.26
H 4.35 -3.11 -0.74
H 5.67 -1.05 -1.49
H 5.86 1.39 -1.58
H 4.87 3.68 -1.03
H 2.97 4.95 0.03
H 1.06 3.73 0.97
Te -0.38 -0.23 3.71
Te 2.37 0.31 9.10
Te 0.72 0.02 7.06
Te -1.89 -0.60 1.52
F -4.88 -3.15 -3.20
C -4.05 -3.27 -2.13
C -2.79 -2.69 -2.14
F -2.39 -2.02 -3.24
C -1.95 -2.82 -1.06
F -0.72 -2.26 -1.15
C -2.31 -3.50 0.15
O -1.56 -3.55 1.17
C -3.61 -4.07 0.09
F -4.06 -4.76 1.16
C -4.44 -3.96 -1.00
F -5.67 -4.53 -0.97
C -1.61 1.61 -1.55
C -2.19 2.02 -0.19
C -1.99 3.52 0.03
C -3.68 1.70 -0.15
N -1.47 1.32 0.88
H -2.16 2.09 -2.36
H -1.66 0.53 -1.67
H -0.56 1.91 -1.60
H -2.46 4.09 -0.77
H -0.93 3.76 0.06
H -2.43 3.83 0.98
H -4.23 2.32 -0.85
H -4.08 1.87 0.86
H -3.86 0.65 -0.42
```

Largest force on an atom = 0.89 eV/A
Molar mass = 1045.86 g mol⁻¹
Spin multiplicity = 2
Total charge = -2
Total energy = -74950.552 eV
LUMO (alpha / beta) = 3.85 / 3.84 eV
Frontier orbital gap (alpha / beta) = 4.9 / 4.7 eV

Listed below, in e, are the natural (NBO) charges computed for each atom: atom 1 (Ru): 0.349, atom 2 (C): -0.260, atom 3 (C): 0.066, atom 4 (N): -0.399, atom 5 (C): 0.177, atom 6 (C): -0.094, atom 7 (C): -0.190, atom 8 (C): -0.175, atom 9 (C): -0.201, atom 10 (C): -0.060, atom 11 (C): -0.218, atom 12 (C): -0.266, atom 13 (C): 0.023, atom 14 (N): -0.452, atom 15 (C): 0.106, atom 16 (H): 0.221, atom 17 (H): 0.259, atom 18 (H): 0.199, atom 19 (H): 0.202, atom 20 (H): 0.200, atom 21 (H): 0.199, atom 22 (H): 0.209, atom 23 (H): 0.206, atom 24 (Te): -0.168, atom 25 (Te): -0.545, atom 26 (Te): -0.392, atom 27 (Te): 0.663, atom 28 (F): -0.324, atom 29 (C): 0.174, atom 30 (C): 0.256, atom 31 (F): -0.319, atom 32 (C): 0.239, atom 33 (F): -0.336, atom 34 (C): 0.272, atom 35 (O): -0.745, atom 36 (C): 0.209, atom 37 (F): -0.320, atom 38 (C): 0.263, atom 39 (F): -0.321, atom 40 (C): -0.616, atom 41 (C): 0.072, atom 42 (C): -0.601, atom 43 (C): -0.617, atom 44 (N): -0.810, atom 45 (H): 0.191, atom 46 (H): 0.224, atom 47 (H): 0.213, atom 48 (H): 0.191, atom 49 (H): 0.207, atom 50 (H): 0.212, atom 51 (H): 0.197, atom 52 (H): 0.214, atom 53 (H): 0.216


Entry 2:
Computed, not measured: one molecule with the formula C22H17IN4S2 in a non-equilibrium geometry, with ωB97M-V/def2-TZVPD.

XYZ file:
```
46
Properties=species:S:1:pos:R:3
I 8.26 2.75 4.82
N 2.67 0.95 0.17
N 1.67 0.24 -0.48
S 1.04 2.70 -0.74
S -4.30 -2.57 0.66
C 2.47 2.26 0.17
C 0.77 1.02 -0.98
C -1.05 -4.96 0.36
C -6.30 -0.37 -2.13
C -0.22 -4.28 -0.48
C -5.31 0.18 -2.92
C 5.65 1.80 3.24
C 6.13 4.16 2.84
C -2.31 -4.47 0.64
C -6.01 -1.18 -1.05
C 4.60 1.90 2.33
C 5.08 4.24 1.96
C -0.66 -3.09 -1.05
C -3.97 -0.11 -2.60
C 6.45 2.97 3.47
C -2.76 -3.25 0.14
C -4.66 -1.49 -0.74
C 4.32 3.10 1.66
C -1.93 -2.54 -0.76
C -3.64 -0.99 -1.54
N 3.23 3.25 0.78
N -2.28 -1.26 -1.26
C -0.39 0.44 -1.70
C -1.46 -0.11 -0.70
H -0.73 -5.91 0.76
H -7.34 -0.17 -2.32
H 0.80 -4.62 -0.73
H -5.55 0.86 -3.72
H 5.88 0.85 3.73
H 6.75 5.02 3.02
H -2.97 -4.93 1.38
H -6.83 -1.59 -0.48
H 4.12 0.95 2.19
H 4.84 5.17 1.43
H 0.04 -2.55 -1.73
H -3.20 0.30 -3.25
H 3.00 4.21 0.50
H -0.84 1.23 -2.37
H 0.02 -0.38 -2.30
H -2.15 0.69 -0.41
H -0.93 -0.43 0.21
```

Largest force on an atom = 2.27 eV/A
Molar mass = 528.44 g mol⁻¹
Total energy = -58820.400 eV
LUMO = 0.11 eV
Frontier orbital gap = 7.8 eV

Listed below, in e, are the natural (NBO) charges computed for each atom: atom 1 (I): 0.069, atom 2 (N): -0.328, atom 3 (N): -0.246, atom 4 (S): 0.345, atom 5 (S): 0.305, atom 6 (C): 0.216, atom 7 (C): 0.021, atom 8 (C): -0.218, atom 9 (C): -0.217, atom 10 (C): -0.201, atom 11 (C): -0.231, atom 12 (C): -0.225, atom 13 (C): -0.251, atom 14 (C): -0.213, atom 15 (C): -0.211, atom 16 (C): -0.244, atom 17 (C): -0.240, atom 18 (C): -0.239, atom 19 (C): -0.160, atom 20 (C): -0.076, atom 21 (C): -0.226, atom 22 (C): -0.169, atom 23 (C): 0.160, atom 24 (C): 0.230, atom 25 (C): 0.111, atom 26 (N): -0.588, atom 27 (N): -0.495, atom 28 (C): -0.457, atom 29 (C): -0.195, atom 30 (H): 0.217, atom 31 (H): 0.215, atom 32 (H): 0.220, atom 33 (H): 0.218, atom 34 (H): 0.235, atom 35 (H): 0.231, atom 36 (H): 0.218, atom 37 (H): 0.222, atom 38 (H): 0.257, atom 39 (H): 0.213, atom 40 (H): 0.220, atom 41 (H): 0.208, atom 42 (H): 0.407, atom 43 (H): 0.216, atom 44 (H): 0.247, atom 45 (H): 0.210, atom 46 (H): 0.219


Entry 3:
Computed, not measured: C22H17MgO4Sb as an isolated structure in a non-equilibrium geometry, with ωB97M-V/def2-TZVPD.

XYZ file:
```
45
Properties=species:S:1:pos:R:3
Mg 0.02 0.14 -2.95
O 0.01 3.31 -2.91
C 0.01 2.15 -2.95
C 0.02 -1.88 -2.95
O 0.02 -3.03 -2.91
C 2.03 0.14 -3.00
O 3.19 0.14 -2.96
C -2.00 0.13 -2.99
O -3.16 0.13 -2.97
H 0.01 0.53 -4.82
H 0.02 -0.25 -4.82
C -0.75 4.10 2.31
C 0.29 3.98 1.40
C 0.49 2.77 0.72
C -0.33 1.70 0.96
C -1.38 1.81 1.87
C -1.58 3.01 2.54
Sb 0.00 -0.09 -0.16
C 2.03 -0.61 0.39
C 2.59 -1.74 -0.13
C 3.90 -2.11 0.23
C 4.62 -1.32 1.11
C 4.05 -0.16 1.62
C 2.75 0.20 1.26
C -1.71 -1.28 0.35
C -1.49 -2.51 0.97
C -2.59 -3.30 1.32
C -3.89 -2.87 1.05
C -4.09 -1.64 0.43
C -2.98 -0.85 0.08
H -0.91 5.05 2.85
H 0.97 4.84 1.20
H 1.33 2.71 -0.02
H -2.07 0.95 2.06
H -2.42 3.10 3.27
H 2.02 -2.41 -0.84
H 4.35 -3.04 -0.19
H 5.65 -1.60 1.39
H 4.62 0.48 2.33
H 2.30 1.13 1.69
H -0.47 -2.86 1.19
H -2.42 -4.28 1.82
H -4.75 -3.50 1.33
H -5.12 -1.29 0.22
H -3.17 0.14 -0.41
```

Largest force on an atom = 8.86 eV/A
Molar mass = 491.44 g mol⁻¹
Total charge = +2
Total energy = -43242.250 eV
LUMO = -8.84 eV
Frontier orbital gap = 5.8 eV

Listed below, in e, are the natural (NBO) charges computed for each atom: atom 1 (Mg): 1.430, atom 2 (O): -0.308, atom 3 (C): 0.362, atom 4 (C): 0.353, atom 5 (O): -0.320, atom 6 (C): 0.366, atom 7 (O): -0.315, atom 8 (C): 0.368, atom 9 (O): -0.321, atom 10 (H): 0.023, atom 11 (H): 0.025, atom 12 (C): -0.178, atom 13 (C): -0.182, atom 14 (C): -0.300, atom 15 (C): -0.253, atom 16 (C): -0.263, atom 17 (C): -0.184, atom 18 (Sb): 0.864, atom 19 (C): -0.233, atom 20 (C): -0.302, atom 21 (C): -0.192, atom 22 (C): -0.177, atom 23 (C): -0.168, atom 24 (C): -0.278, atom 25 (C): -0.251, atom 26 (C): -0.271, atom 27 (C): -0.180, atom 28 (C): -0.179, atom 29 (C): -0.178, atom 30 (C): -0.310, atom 31 (H): 0.249, atom 32 (H): 0.241, atom 33 (H): 0.206, atom 34 (H): 0.236, atom 35 (H): 0.247, atom 36 (H): 0.199, atom 37 (H): 0.245, atom 38 (H): 0.251, atom 39 (H): 0.248, atom 40 (H): 0.243, atom 41 (H): 0.230, atom 42 (H): 0.248, atom 43 (H): 0.251, atom 44 (H): 0.245, atom 45 (H): 0.214